(1)
CH4BF | ωB97M-V/def2-TZVPD

Structure (XYZ):
```
7
Properties=species:S:1:pos:R:3:mulliken_charge:R:1
B -1.87 -0.34 -0.18 -0.0056
C -0.56 -0.23 0.29 -0.3657
H -2.97 -0.51 -0.37 -0.0028
H 0.23 -0.92 0.00 0.1511
H -0.29 0.46 1.02 0.2122
F 2.41 0.41 -0.33 -0.3661
H 3.04 1.12 -0.43 0.3770
```

As for the SMILES: B=C.F. The relative energy (zero: lowest compared OMol25 entry of this formula, charge and spin) comes out at 24.20 kcal/mol. Its strongest force on any atom is 3.3 eV/Å. The LUMO energy comes out at 0.6518 eV. The gap between HOMO and LUMO is 0.3400 Ha.

(2)
CH4BKN2S | ωB97M-V/def2-TZVPD

Structure (XYZ):
```
10
Properties=species:S:1:pos:R:3:mulliken_charge:R:1
N -1.45 0.16 0.44 -0.5908
B -0.09 0.14 -0.28 0.1917
N 0.88 1.24 0.35 -0.3931
C 1.96 0.85 0.63 0.4591
S 3.45 0.26 0.82 -0.4119
H -1.96 1.01 0.28 0.2103
H -2.01 -0.64 0.21 0.0405
H 0.50 -0.93 -0.12 -0.3107
H -0.16 0.30 -1.49 -0.1300
K -1.12 -2.40 -0.83 0.9349
```

Its strongest force on any atom is 1.0 eV/Å. The LUMO energy comes out at -1.2083 eV. The gap between HOMO and LUMO is 0.2401 Ha.

(3)
CH4BNO3 | ωB97M-V/def2-TZVPD

Structure (XYZ):
```
10
Properties=species:S:1:pos:R:3:mulliken_charge:R:1
B -0.39 -0.29 0.07 0.5367
C 2.10 0.14 1.17 0.1544
N 0.47 0.78 -0.29 -0.4898
O 2.91 -0.17 0.43 -0.2102
O -0.11 -1.55 -0.32 -0.5642
O -1.45 -0.17 0.95 -0.5079
H 0.31 1.78 -0.14 0.2332
H 0.98 0.57 -1.26 0.2520
H 0.83 -1.63 -0.71 0.3149
H -1.63 -1.04 1.19 0.2808
```

The relative energy (zero: lowest compared OMol25 entry of this formula, charge and spin) comes out at 15.23 kcal/mol. Its strongest force on any atom is 4.2 eV/Å. The LUMO energy comes out at 0.4339 eV. The gap between HOMO and LUMO is 0.3850 Ha.